C26H48AuO2P2 | ωB97M-V/def2-TZVPD

HOMO level (spin up / spin down) (Ha): -0.350 / -0.346
Total charge: +1
Kohn-Sham gap (spin up / spin down) (eV): 5.19 / 4.29
⟨S²⟩: 2.022
Multiplicity: 3
E (Eh): -1987.90616

The geometry in XYZ format:
```
79
Properties=species:S:1:pos:R:3:forces:R:3:mulliken_spin:R:1
H -3.0614 2.3749 3.3749 0.0 -0.2 -0.1 0.013
H -1.9178 4.5360 1.3206 0.0 -0.2 -0.1 0.021
H -0.1074 0.7506 5.3188 0.1 -0.2 -0.3 -0.001
H 1.0679 0.6756 -5.8821 -0.6 -0.2 -0.3 0.001
H 3.4046 -1.3879 -3.5678 0.1 0.4 0.3 0.002
H -2.7953 0.5458 -4.4779 -0.3 0.7 0.0 0.000
Au 0.8867 -0.2549 -0.8545 -3.4 3.8 -1.3 0.326
C 2.5129 1.8334 3.0618 0.5 0.1 0.1 -0.008
C -0.0224 0.8470 -5.9877 0.3 -0.2 -0.6 0.004
H 0.0351 3.3745 -5.7983 -0.1 -0.1 0.7 0.001
C -1.1791 1.7829 2.6035 1.5 -1.8 2.2 0.256
C 3.0506 -1.3254 0.6997 0.6 -0.6 0.8 0.049
H -3.8502 -0.1496 -1.3617 0.5 0.2 0.6 0.000
C 3.2500 -1.2714 -2.4862 -0.3 -0.6 -0.2 0.003
C -1.7246 3.5760 0.8137 -0.4 0.1 -0.2 -0.007
C -1.8467 -4.6127 0.7471 0.1 0.0 0.1 -0.001
C -0.1036 3.1676 -4.7152 0.5 0.7 0.2 0.000
C -2.4033 1.5665 -4.6490 -0.2 -0.1 0.1 0.003
C -1.0594 -5.1159 3.4183 -0.4 0.5 -0.3 0.000
H 2.4446 0.7663 -3.0122 -0.6 -0.6 0.8 0.007
C -3.3982 0.2906 -0.4430 -0.3 0.1 -0.7 0.024
H 1.9420 -3.0141 -2.8779 0.1 0.4 -0.4 0.001
C 1.6675 -1.7822 0.2868 0.5 -2.5 -0.4 0.062
C 3.6771 0.0176 0.2039 -0.5 -0.4 0.6 0.024
H -2.1719 -3.9095 -0.0427 0.2 -0.4 0.5 0.000
O -1.6198 -1.7677 -0.8966 0.9 1.5 0.1 0.041
H -2.6577 1.9025 -5.6663 0.0 -0.1 0.3 0.002
H 2.9056 1.7910 -0.8793 -0.8 -0.5 0.1 -0.032
H 2.0832 4.3876 1.4486 -0.2 -0.1 -0.4 -0.003
P -1.1087 -3.6901 2.1827 -0.4 -0.5 -0.1 0.000
H -2.4895 -2.1594 3.5249 -0.2 -0.1 -0.2 0.000
H -0.1536 -5.7385 3.3194 -0.5 0.2 -0.1 0.000
H -3.7776 1.3315 -0.3589 0.4 -0.7 0.1 0.000
H -1.0584 -4.6775 4.4305 -0.1 -0.3 -0.3 0.000
H -1.1191 -5.3266 0.3296 -0.3 0.2 0.1 0.000
H 2.6937 2.1759 4.0923 -0.1 -0.1 -0.2 0.029
H 0.7862 4.4262 0.2204 0.4 -0.2 0.2 0.001
H 0.9560 -2.2185 1.0153 0.3 0.9 0.1 0.021
H 2.0671 3.1889 0.1295 -0.1 0.4 0.2 -0.001
C 1.1057 1.9829 2.6567 -0.7 0.4 -0.6 0.187
H 0.5451 -2.9980 -1.0333 0.0 1.0 -0.4 0.019
H 3.1734 -1.3867 1.7812 -0.6 0.4 0.2 -0.001
H 0.8676 3.3199 -4.2010 -0.6 0.4 -0.3 0.001
H 3.7294 -2.1238 0.4407 0.2 -0.5 -0.7 0.005
C 1.4240 3.7608 0.8220 0.5 0.6 -0.4 0.025
H 3.1639 2.4151 2.4040 0.0 -0.1 0.1 -0.005
H -0.1678 1.6681 -6.7167 0.1 -0.6 0.2 0.001
C -2.6947 -2.8904 2.7305 0.2 0.0 0.2 0.000
H -3.1918 -2.3888 1.8857 0.3 -0.1 0.3 -0.001
H 4.2209 -1.3969 -1.9906 -0.1 0.7 -0.2 -0.003
H -3.1622 1.0678 2.1807 0.1 0.1 0.2 0.009
H -3.7344 -0.3040 0.4382 0.8 0.3 -0.6 0.002
H 3.1590 -3.2830 -1.7426 0.0 0.0 0.6 0.005
H -1.9951 -5.7022 3.2573 0.8 0.2 0.3 0.000
C 2.4501 -2.5152 -2.0501 -0.8 -0.2 -0.9 0.007
O -1.9335 0.4462 -0.6069 0.1 -0.3 0.4 0.035
C 1.3788 -2.2732 -1.0405 1.4 -2.7 2.9 0.108
C 0.0748 0.3007 4.3250 -0.1 -0.4 0.5 0.019
H -2.7658 2.3070 -3.9077 -0.2 -0.6 -0.4 -0.001
H 4.7193 -0.2103 -0.1110 -0.7 0.4 -0.2 -0.002
P -0.6149 1.4460 -4.3733 0.3 0.1 -0.1 0.033
C -0.8149 2.7347 1.6211 2.9 1.3 -0.9 0.214
H 2.8102 0.7773 3.0180 0.0 0.1 0.1 0.021
H -2.7062 -5.1703 1.1524 0.2 0.1 -0.4 0.000
H -3.3733 -3.6579 3.1267 0.1 0.2 -0.1 0.000
C 2.6044 0.0715 -2.1595 2.9 1.6 1.3 0.004
C 0.0020 1.2983 3.2257 -2.3 0.2 -0.5 0.096
C -2.5627 1.4642 3.0111 -0.3 -0.2 0.1 0.005
C 2.8381 0.6917 -0.8729 2.1 -0.3 -2.5 0.040
H -0.8714 3.8594 -4.3409 0.5 0.0 0.1 -0.001
C 0.6044 2.8624 1.6503 -1.6 -0.5 -0.1 0.129
C -1.1450 -0.6466 -0.7796 -3.0 -1.3 0.2 0.214
H -0.6711 -0.5015 4.1916 0.3 0.2 0.1 0.000
H 3.7647 0.6555 1.1035 -0.1 0.0 -0.8 -0.011
H 1.0680 -0.1699 4.3631 -0.3 0.0 0.0 -0.001
H -2.6927 3.0851 0.6600 0.2 0.1 0.0 -0.003
H -2.5558 0.7274 3.8217 -0.2 0.2 -0.2 0.001
H -1.2989 3.8110 -0.1692 -0.1 -0.1 0.2 0.013
H -0.5563 -0.0415 -6.3565 0.4 0.1 0.2 0.000
```
Positions in Å, forces in eV/Å.

=====

C26H48BaN10 | ωB97M-V/def2-TZVPD

HOMO level (Ha): -0.450
Total charge: +2
Kohn-Sham gap (eV): 7.82
E (Eh): -1592.20228

The geometry in XYZ format:
```
85
Properties=species:S:1:pos:R:3:forces:R:3:lowdin_charge:R:1
H -0.9958 -3.0666 -2.3916 -0.1 0.1 0.0 0.092
C 1.6006 2.2117 0.6043 0.0 0.2 0.0 -0.382
C 1.7861 2.0855 -2.2312 -0.2 -0.3 0.1 -0.046
N -1.7502 0.4437 -0.1267 -0.3 0.1 0.5 -0.047
H 3.6238 -2.5266 0.2456 0.1 0.0 0.0 0.096
C 1.3845 -4.6910 1.1372 0.2 0.2 0.3 -0.184
N 2.6165 -1.7666 -1.4171 0.5 0.0 -0.6 -0.144
H 0.4156 -5.9513 -0.8218 0.0 0.0 -0.1 0.140
C -4.6214 2.0853 1.4771 -0.4 0.0 0.1 -0.026
H -3.8133 0.5403 -1.6130 0.0 0.0 0.0 0.126
H -4.4787 2.7385 2.3398 0.0 0.0 0.0 0.099
C 2.8780 0.5514 1.8840 -0.1 0.0 -0.2 -0.060
H -0.1528 -3.1924 2.6518 0.0 0.1 0.0 0.076
N -3.0183 -0.0403 1.7777 0.3 0.0 -0.2 -0.200
C -1.7397 0.9572 -1.4369 -0.7 0.0 -0.3 -0.294
H -1.9888 -1.8902 1.5837 -0.1 -0.1 0.1 0.031
C -3.0039 -1.4586 1.5541 0.0 0.1 -0.2 -0.067
H 2.9758 2.9060 3.4189 0.0 0.0 0.1 0.101
H 3.1866 -0.9285 -1.4984 0.0 0.1 -0.1 0.078
Ba 0.3204 -1.2011 -0.0919 0.2 -0.5 0.8 1.882
C -0.5557 1.4274 -2.0890 0.0 0.0 -0.1 -0.087
C 0.7277 1.6100 -1.4776 0.7 0.3 -0.4 -0.316
H -2.5954 1.4344 3.1920 0.0 0.1 0.1 0.092
N 0.9948 1.3053 -0.1254 0.1 0.6 0.5 -0.076
C -1.0407 -4.3715 -0.8420 0.2 -0.5 0.0 -0.247
H 2.4998 2.8050 -4.1232 0.1 0.0 -0.1 0.117
H 1.0093 4.5236 -1.3931 0.0 0.0 0.0 0.105
C 0.6363 4.2554 -0.4018 -0.3 0.1 -0.1 -0.020
H 2.4876 5.1663 1.4101 0.0 0.0 0.0 0.101
H -5.3766 2.5311 0.8290 0.0 0.0 0.0 0.102
H 3.5591 3.7691 1.1598 0.0 0.0 0.0 0.095
H -0.2511 3.6449 -0.5170 0.0 0.1 0.0 0.066
C 1.7585 -3.6836 2.2227 0.1 -0.4 -0.1 -0.237
H -2.1631 -2.7503 -1.3197 0.0 0.1 -0.1 0.075
H 2.1976 -0.1906 2.3288 0.0 0.0 0.0 0.062
H -3.9980 1.2547 -3.9558 -0.1 0.0 -0.1 0.117
H -3.7125 3.1749 -0.9535 0.0 0.0 0.0 0.108
H 0.3896 -5.0727 1.3850 0.1 -0.1 0.0 0.121
C -2.6766 0.8036 0.7205 -0.2 0.1 0.0 -0.384
H 1.5451 1.8953 3.7027 0.0 0.0 0.0 0.095
H 0.2905 2.5976 -5.2052 0.0 0.0 -0.1 0.121
C -2.9357 0.9067 -2.1291 0.3 -0.2 0.0 -0.043
H 2.5847 -4.4257 -1.8973 0.0 0.0 0.0 0.124
H -3.2366 3.9992 0.5439 0.0 0.0 0.0 0.108
H -3.4645 -1.6689 0.5897 0.1 -0.1 0.0 0.095
C 0.4284 2.3109 -4.1753 0.2 0.0 0.1 -0.019
H 2.7477 2.2179 -1.7522 0.0 0.0 0.1 0.125
N 1.6281 3.5491 0.3676 0.0 -0.2 0.1 -0.145
H 3.2138 0.2076 0.9071 0.0 -0.1 0.0 0.077
H 3.7486 0.6457 2.5352 0.0 -0.1 0.0 0.107
H -1.5283 0.0180 3.2665 -0.1 0.0 0.1 0.088
N -3.3915 1.9465 0.7216 0.1 -0.2 0.1 -0.118
H -2.0433 3.0834 -0.3862 -0.1 0.0 0.0 0.065
C -3.0412 1.3038 -3.4623 0.1 0.1 -0.1 -0.050
N 1.3590 -4.1438 -0.2235 -0.1 0.1 -0.1 -0.209
H -3.2131 -0.0857 3.8466 0.0 0.0 0.1 0.102
H 2.6780 -3.1551 1.9691 0.1 -0.1 0.1 0.099
H 0.6340 -4.7502 -2.0950 0.0 -0.1 0.0 0.123
H 4.3836 -2.9654 -1.2931 -0.1 0.1 0.2 0.131
C 2.7709 4.3707 0.7174 0.2 0.1 0.0 -0.032
H -1.7283 -5.0829 -1.3185 0.1 0.1 0.2 0.132
C -1.9314 1.7520 -4.1150 -0.1 -0.1 0.0 -0.020
C -0.6839 1.8209 -3.4578 0.0 0.0 0.0 -0.147
C 0.3838 -4.8763 -1.0398 -0.4 -0.1 0.1 -0.188
H 0.9161 -2.1070 3.1896 -0.1 0.0 -0.1 0.077
H 3.1535 4.8345 -0.1952 0.0 0.0 0.0 0.102
H 3.3262 -4.9225 -0.3851 0.0 0.0 -0.1 0.134
C 2.6875 -4.1604 -0.8431 0.3 0.3 0.1 -0.177
H -3.6057 -1.9227 2.3352 0.1 -0.2 0.0 0.105
N 0.6897 -2.6869 2.3831 -0.1 0.1 0.3 -0.102
H -4.9726 1.1147 1.8156 0.0 0.1 0.0 0.098
H 2.4344 -2.0586 -2.3767 0.0 0.2 0.0 0.092
C -2.5637 0.3542 3.0919 0.0 0.0 0.2 -0.038
H 1.9347 -4.2468 3.1503 0.0 0.2 -0.2 0.131
C 3.4196 -2.8212 -0.7858 0.2 -0.4 0.0 -0.243
H -1.9911 2.0716 -5.1422 0.0 0.0 -0.2 0.120
C 2.0376 2.5562 2.9827 0.1 0.1 0.2 -0.036
N 2.2749 1.8474 1.7410 -0.1 -0.1 -0.1 -0.172
H 1.3930 3.4126 2.8114 0.0 0.0 0.0 0.096
N -1.1849 -3.0189 -1.3914 -0.5 -0.2 -0.6 -0.149
C 1.6485 2.4278 -3.5777 -0.2 0.1 -0.2 -0.053
C -3.0776 3.1107 -0.0663 0.2 0.3 -0.2 -0.018
H 2.0820 -5.5361 1.2007 -0.1 -0.1 0.0 0.134
H 0.3682 5.1706 0.1292 0.0 0.0 0.0 0.108
H -1.2813 -4.3319 0.2228 -0.1 -0.1 0.0 0.103
```
Positions in Å, forces in eV/Å.

=====

> Among the records above, which one has the highest E?

C26H48BaN10